[1]
Below is a molecular structure, C11H17AuN6O6, with properties calculated with ωB97M-V/def2-TZVPD.

```
41
Properties=species:S:1:pos:R:3:forces:R:3
Au -0.208 1.501 -0.676 0.13 -0.15 0.26
O -3.532 0.551 -2.660 0.03 0.01 0.00
O -1.915 0.636 -1.127 -0.29 0.01 0.12
O 1.565 2.143 -0.161 0.50 0.78 -0.44
O -3.945 1.840 -5.155 -0.09 -0.07 0.01
O 3.318 1.710 1.171 0.04 0.29 -0.31
O -2.707 3.284 -6.307 -0.09 -0.01 -0.06
N 0.399 -3.884 0.327 -0.02 -0.04 0.00
N -0.047 0.637 1.172 -0.32 -0.19 -0.60
N -0.726 -3.363 2.271 0.03 -0.04 0.01
N -0.541 2.366 -2.460 0.02 -0.18 0.15
N 0.055 3.238 -3.277 0.11 0.09 -0.06
N 1.540 -2.941 2.095 0.08 0.19 0.00
C -0.691 3.424 -4.372 -0.01 -0.02 0.01
C -2.886 2.607 -5.340 0.19 0.03 0.11
C -1.686 1.987 -3.039 0.14 0.21 -0.22
C -2.489 0.999 -2.279 -0.06 -0.12 0.06
C 0.416 -3.424 1.580 -0.07 0.12 -0.09
C 1.745 0.186 2.896 -0.33 -0.31 0.19
C 1.688 -2.368 3.444 -0.11 0.03 0.17
C -1.827 2.633 -4.264 -0.14 -0.10 0.09
C 2.211 1.489 0.803 -0.42 -0.59 0.43
C 1.387 0.329 1.425 0.64 0.42 -0.07
C 1.108 -0.969 3.685 0.07 0.01 -0.44
H -0.667 -0.171 1.167 0.04 -0.05 0.26
H 0.937 3.672 -3.039 0.01 -0.04 0.05
H 2.387 -3.073 1.563 -0.02 -0.04 -0.02
H -3.947 1.336 -4.317 0.08 0.09 -0.05
H 0.021 -0.966 3.553 -0.01 -0.03 0.10
H 1.250 -3.064 4.163 0.11 -0.03 0.04
H 1.460 1.120 3.390 0.13 0.03 0.02
H 2.757 -2.342 3.644 0.01 -0.10 0.00
H -0.402 1.314 1.848 -0.01 -0.07 0.09
H -0.403 4.088 -5.172 0.02 0.02 0.03
H -0.425 -4.321 -0.054 0.01 -0.05 0.03
H 1.249 -3.999 -0.200 0.01 -0.01 0.03
H -0.704 -3.199 3.265 0.00 -0.01 0.00
H 1.297 -0.770 4.740 -0.14 0.00 0.03
H -1.551 -3.824 1.918 0.00 -0.02 0.02
H 2.832 0.123 2.958 0.03 0.12 -0.05
H 1.677 -0.533 0.821 -0.33 -0.19 0.10
```
Forces are in eV/Å.

Summary:
- E_LUMO: -7.94 eV
- Energy: -1344.5100 Ha
- Gap between HOMO and LUMO: 7.5 eV
- Total charge: +2

Löwdin population analysis, charges in e, atoms 1 to 8: atom 1 (Au): 1.42, atom 2 (O): 0.17, atom 3 (O): -0.17, atom 4 (O): -0.18, atom 5 (O): 0.17, atom 6 (O): 0.18, atom 7 (O): 0.17, atom 8 (N): 0.22

---

[2]
Below is a molecular structure, C11H17BCl2F2Fe, with properties calculated with ωB97M-V/def2-TZVPD.

```
34
Properties=species:S:1:pos:R:3:forces:R:3
Fe 0.658 0.907 -0.351 -0.28 -1.25 0.91
Cl -0.371 1.557 -2.559 0.05 0.20 -0.20
Cl 2.230 2.567 -1.893 0.08 0.06 -0.09
F 1.074 2.291 1.321 -0.02 0.23 0.37
F 3.307 2.340 1.206 0.35 -0.36 0.32
C 1.861 -2.152 0.562 -0.09 -0.02 -0.02
C -0.141 -2.069 -1.878 0.04 0.05 -0.02
C -0.293 -1.283 -0.612 0.43 0.09 -0.36
C -2.074 0.900 1.840 0.07 0.00 0.06
C -2.598 -0.198 -1.135 0.05 -0.05 0.10
C 0.057 -0.554 1.518 -0.13 0.40 0.37
C -1.174 0.032 1.023 0.21 0.36 0.39
C -1.381 -0.421 -0.282 -0.11 0.01 -0.38
C 0.610 -1.330 0.500 0.23 -0.21 -0.36
C 0.961 2.608 -3.122 0.09 0.04 0.05
C 0.544 -0.412 2.922 -0.04 0.06 -0.02
B 2.255 1.576 1.092 -0.80 0.51 -1.07
H 1.626 -3.204 0.743 -0.02 0.01 0.01
H 0.502 0.625 3.262 -0.02 -0.03 0.00
H -1.106 -2.227 -2.360 0.02 0.00 0.01
H 0.304 -3.043 -1.674 -0.03 0.01 0.00
H 0.508 -1.570 -2.604 -0.02 -0.03 0.01
H 1.564 -0.775 3.038 -0.01 0.01 0.00
H 0.588 3.619 -3.219 -0.06 0.03 0.01
H -3.173 0.666 -0.805 0.03 0.01 -0.02
H 1.347 2.217 -4.054 -0.02 -0.06 -0.03
H -0.093 -0.991 3.595 0.03 -0.01 -0.01
H -2.944 1.233 1.279 0.02 0.00 0.01
H 2.421 -2.103 -0.373 -0.01 0.00 0.01
H -1.548 1.781 2.217 -0.01 -0.02 -0.01
H -3.258 -1.067 -1.086 0.01 0.00 0.02
H -2.430 0.351 2.716 -0.01 0.00 -0.03
H 2.518 -1.815 1.361 0.00 0.00 -0.02
H -2.352 -0.058 -2.188 -0.02 -0.05 0.00
```
Forces are in eV/Å.

Summary:
- 2S+1: 6
- ΔE to the lowest compared entry with this formula, charge and spin: 15.1 kcal/mol
- E_LUMO (spin up / spin down): -3.21 / -4.76 eV
- Energy: -2837.7932 Ha
- Gap between HOMO and LUMO (spin up / spin down): 8.0 / 7.4 eV
- Total charge: +1

Löwdin population analysis, charges in e, atoms 1 to 8: atom 1 (Fe): 0.63, atom 2 (Cl): 0.72, atom 3 (Cl): 0.68, atom 4 (F): 0.06, atom 5 (F): 0.20, atom 6 (C): -0.02, atom 7 (C): -0.01, atom 8 (C): -0.24